Entry from the Open Molecules 2025 dataset: C6H4 in the gas phase at a distorted geometry (the ωB97M-V functional and the def2-TZVPD basis).

```
10
Properties=species:S:1:pos:R:3:forces:R:3:lowdin_charge:R:1
C 0.623 0.697 0.218 -3.7901 -0.6519 -1.2056 -0.041
C -2.354 -0.468 -0.730 -2.9550 -0.4163 0.0601 0.180
C -1.126 -0.396 -0.878 3.4511 0.6784 -0.1431 -0.374
C 0.268 -0.913 -0.357 0.3336 -2.4552 -0.7942 -0.012
C 0.247 -0.399 1.067 3.1962 0.2973 1.7020 -0.124
C 0.018 0.477 -1.064 1.3524 2.1762 0.1286 -0.108
H 1.534 1.089 0.329 3.6224 1.3732 -0.2454 0.091
H 0.963 -0.652 1.918 -0.3795 0.0723 -1.7776 0.150
H -0.656 -0.380 1.484 -3.7874 -0.1401 1.2484 0.066
H 0.483 0.944 -1.986 -1.0436 -0.9338 1.0267 0.173
```
Positions in Å, forces in eV/Å.

Calculated values
ΔE to the lowest compared entry with this formula, charge and spin   119.7 kcal per mole
E_HOMO   -9.0 eV
Orbital gap   8.519 eV

---

Entry from the Open Molecules 2025 dataset: a molecular structure, C18H17F6N4O9RhS3 (the ωB97M-V functional and the def2-TZVPD basis).

```
58
Properties=species:S:1:pos:R:3:forces:R:3:lowdin_charge:R:1
Rh 0.292 0.196 -0.118 0.1469 -0.4012 -0.3526 0.951
C 7.109 -1.298 3.932 -0.0019 -0.0023 -0.0011 -0.072
C 5.687 -1.520 3.488 -0.0020 -0.0001 -0.0009 -0.298
C 5.291 -2.717 2.909 0.0070 -0.0011 -0.0004 -0.056
C 3.979 -2.913 2.489 -0.0005 0.0149 -0.0340 -0.063
C 3.046 -1.901 2.636 -0.0069 -0.0232 0.0162 -0.255
C 3.428 -0.698 3.221 -0.0189 -0.0186 0.0132 -0.056
C 4.732 -0.514 3.643 -0.0069 0.0035 0.0021 -0.055
S 1.355 -2.114 2.053 0.1615 -0.0716 -0.1801 0.522
O 0.548 -1.400 3.008 -0.0627 0.0802 0.0156 -0.336
O 1.214 -3.556 1.966 -0.0196 0.0497 0.0660 -0.338
N 1.325 -1.428 0.638 0.0072 -0.0371 0.0605 -0.321
C 1.999 -2.190 -0.419 -0.0355 -0.0003 -0.0008 -0.190
C 1.938 -1.497 -1.784 0.0120 0.0047 -0.0315 -0.655
O 2.663 -1.924 -2.680 0.0124 -0.0250 0.0016 -0.017
O 1.105 -0.526 -1.908 -0.0078 -0.0967 -0.0456 -0.186
H 7.695 -2.214 3.844 -0.0002 0.0008 0.0004 0.064
H 7.154 -0.966 4.972 -0.0001 0.0001 -0.0008 0.070
H 7.597 -0.531 3.324 0.0005 -0.0015 -0.0004 0.074
H 6.018 -3.514 2.785 -0.0022 0.0011 -0.0021 0.100
H 3.663 -3.850 2.051 0.0039 -0.0076 0.0072 0.107
H 2.682 0.075 3.352 0.0175 0.0135 -0.0012 0.093
H 5.019 0.427 4.102 -0.0010 -0.0011 -0.0005 0.105
H 1.535 -3.171 -0.554 0.0095 -0.0078 0.0090 0.117
H 3.058 -2.365 -0.193 0.0047 0.0333 -0.0093 0.107
F -6.532 1.106 -2.805 0.0070 0.0061 -0.0025 0.108
C -6.108 -0.088 -2.360 0.0241 -0.0299 -0.0005 -0.678
F -6.579 -1.020 -3.196 -0.0035 0.0008 -0.0004 0.117
F -6.661 -0.291 -1.160 -0.0019 -0.0003 0.0054 0.119
S -4.263 -0.083 -2.280 0.0147 0.0919 -0.0492 0.569
O -3.970 0.966 -1.341 0.0237 0.0405 0.0336 -0.284
O -3.860 0.109 -3.645 0.0120 0.0073 0.0005 -0.286
N -4.093 -1.542 -1.755 -0.0452 -0.1512 0.0189 -0.301
S -2.824 -2.203 -1.096 0.1708 0.0141 -0.0949 0.580
O -1.584 -1.515 -1.329 -0.2743 0.0770 -0.0011 -0.305
O -2.882 -3.620 -1.298 -0.0274 0.0008 0.0409 -0.284
C -3.153 -2.003 0.707 0.0086 -0.0268 -0.0369 -0.683
F -3.227 -0.720 1.049 -0.0120 0.0435 0.0083 0.128
F -2.191 -2.588 1.408 0.0116 -0.0134 0.0301 0.142
F -4.324 -2.585 1.028 -0.0028 0.0062 0.0297 0.107
N -3.274 5.764 -2.588 0.0309 -0.0570 -0.0029 0.148
C -2.856 4.661 -3.296 -0.0577 0.1301 -0.0377 -0.487
O -3.030 4.589 -4.496 0.0237 -0.0302 0.0215 0.055
C -2.182 3.595 -2.494 0.0296 -0.0672 0.0233 -0.147
C -1.455 2.617 -3.154 -0.0230 0.0013 -0.0222 0.016
C -0.770 1.667 -2.418 0.0417 0.0012 0.0183 -0.075
N -0.787 1.648 -1.077 -0.1271 0.1177 -0.0779 -0.061
C -1.546 2.548 -0.443 -0.0204 -0.0594 -0.0130 -0.137
C -2.243 3.537 -1.109 -0.0106 0.0151 -0.0109 -0.025
H -3.573 6.546 -3.145 -0.0036 -0.0031 -0.0033 0.096
H -2.870 5.957 -1.690 -0.0136 0.0022 0.0044 0.080
H -1.427 2.599 -4.234 0.0052 0.0032 0.0070 0.123
H -0.169 0.892 -2.878 -0.0187 0.0012 -0.0132 0.104
H -1.600 2.439 0.629 0.0269 0.0147 0.0077 0.100
H -2.868 4.205 -0.531 -0.0010 -0.0044 0.0037 0.107
C 0.729 1.349 1.174 0.0828 0.4903 0.6479 -0.249
H 0.550 2.438 1.128 -0.0085 -0.0278 -0.0725 -0.047
H 1.486 1.134 1.937 -0.0787 -0.1017 0.0078 -0.062
```
Positions in Å, forces in eV/Å.

Calculated values
ΔE to the lowest compared entry with this formula, charge and spin   36.1 kcal per mole
E_HOMO (alpha / beta)   -2.0 / -2.0 eV
Net charge   -2
Orbital gap (alpha / beta)   6.128 / 6.127 eV

---

Entry from the Open Molecules 2025 dataset: a molecular structure, C4H3ErLiO2 at a distorted geometry (the ωB97M-V functional and the def2-TZVPD basis).

```
11
Properties=species:S:1:pos:R:3:forces:R:3:lowdin_charge:R:1
Er -2.119 0.050 3.388 0.1510 0.0713 -0.1755 1.264
O -1.182 0.459 1.196 0.6746 -1.0857 -1.1112 -0.510
C -0.493 -0.280 0.297 -1.7221 0.0216 3.2950 -0.274
H 1.482 -0.174 1.275 -0.2029 -0.6882 -0.0056 0.156
H -1.110 -1.002 -0.258 0.3414 0.4870 -0.5076 0.161
C 1.508 -0.389 -0.903 -1.0107 -2.7263 1.2263 0.050
C 0.895 -0.468 0.398 1.0049 1.9547 -1.7899 0.035
C 0.562 0.143 -1.733 -0.5312 4.0833 -3.1217 -0.077
O 0.089 0.999 -2.400 0.9461 -3.2802 2.1048 0.264
Li -1.894 1.733 0.034 -0.2506 0.3939 -0.0223 0.768
H 2.263 -1.071 -1.295 0.5995 0.7686 0.1077 0.162
```
Positions in Å, forces in eV/Å.

Calculated values
ΔE to the lowest compared entry with this formula, charge and spin   0.0 kcal per mole
E_HOMO (alpha / beta)   -13.3 / -14.6 eV
Net charge   +2
Spin multiplicity   5
Orbital gap (alpha / beta)   5.403 / 3.870 eV
⟨S²⟩   6.023

---

Entry from the Open Molecules 2025 dataset: 2 unconnected molecules or ions with the total composition C4H8ClP at a distorted geometry (the ωB97M-V functional and the def2-TZVPD basis).

```
14
Properties=species:S:1:pos:R:3:forces:R:3:lowdin_charge:R:1
C -0.230 -0.032 -1.185 -3.4332 1.2074 0.9308 -0.124
C -0.448 -0.544 0.223 -4.2143 3.0691 0.5162 -0.349
C -0.075 0.816 -0.010 3.2351 0.9770 -0.4520 -0.131
C -1.816 -0.490 0.935 -1.3679 1.1723 -3.1502 -0.058
P 3.026 0.967 0.189 -1.5640 1.0446 2.5220 0.320
Cl 3.279 -0.974 -0.106 0.1288 -1.4825 -0.4318 0.040
H 0.592 -0.494 -1.594 1.6159 -0.6453 -1.4309 0.052
H -1.163 0.178 -1.725 0.6965 -0.3871 -0.5178 0.114
H 0.157 -1.276 0.502 2.8758 -2.9154 1.4517 0.069
H -0.408 1.803 0.285 -0.0822 -0.4133 -0.0167 0.092
H -2.354 0.568 0.688 0.9028 -2.8804 0.4397 0.136
H -1.726 -0.554 1.950 0.8512 0.4299 2.9125 0.026
H -2.437 -1.380 0.781 -0.3349 0.3583 -0.8385 0.070
H 3.603 1.414 -0.933 0.6904 0.4654 -1.9349 -0.256
```
Positions in Å, forces in eV/Å.

Calculated values
ΔE to the lowest compared entry with this formula, charge and spin   82.1 kcal per mole
E_HOMO (alpha / beta)   -7.7 / -8.1 eV
Orbital gap (alpha / beta)   6.999 / 8.561 eV

---

Entry from the Open Molecules 2025 dataset: C2H3NO2S in the gas phase at a distorted geometry (the ωB97M-V functional and the def2-TZVPD basis).

```
9
Properties=species:S:1:pos:R:3:forces:R:3:lowdin_charge:R:1
C 0.541 0.125 -0.465 0.6004 1.0226 3.7517 -0.428
C 3.158 -0.182 -0.246 0.7423 -0.7516 -0.9226 -0.559
N 1.980 0.481 -0.280 -1.3955 1.1697 -1.2368 0.005
O 2.736 0.158 0.960 0.5551 -0.2336 1.6838 0.113
O 4.088 -0.643 -0.828 -0.9841 0.2143 0.5936 0.168
S -0.048 -1.266 0.696 -0.6145 1.2370 -0.3190 0.653
H -0.026 1.090 -0.171 0.7418 -1.8525 -0.9997 0.110
H 0.586 -0.159 -1.471 -0.9199 -0.3669 -1.5547 0.055
H -1.055 -0.592 1.418 1.2745 -0.4389 -0.9964 -0.117
```
Positions in Å, forces in eV/Å.

Calculated values
ΔE to the lowest compared entry with this formula, charge and spin   94.1 kcal per mole
E_HOMO   -9.9 eV
SMILES string   O=C1ON1CS
Orbital gap   10.315 eV